The following is a DFT calculation (the ωB97M-V functional and the def2-TZVPD basis) of a cluster of 2 separate species, C3H11N3 in total at a distorted geometry.

Summary:
**E**: -7758.3771 eV
**SMILES**: [H]/N=C/N.CCN
**ΔE to the lowest compared entry with this formula, charge and spin**: 39.4 kcal per mole
**Net charge**: 0
**M**: 89.14 g mol⁻¹
**Highest occupied orbital energy**: -8.7 eV

Element x y z (Å)
1 H -1.613605 3.009107 1.552118
2 N -0.703876 3.291703 1.211682
3 C -0.418240 2.777700 0.071381
4 N 0.828861 2.343154 -0.209901
5 H -1.098337 2.882048 -0.790563
6 H 1.070741 1.857337 -1.053500
7 H 1.664489 2.528470 0.313886
8 C 0.302943 -1.703363 -1.261330
9 C 0.403629 -1.804115 0.284492
10 N -0.771641 -2.501161 0.837324
11 H 0.462581 -0.646812 -1.504100
12 H -0.713726 -1.965014 -1.537050
13 H 1.042108 -2.357949 -1.712588
14 H 0.413092 -0.807776 0.775022
15 H 1.306102 -2.352181 0.538338
16 H -1.544276 -1.872291 0.663221
17 H -0.630846 -2.678859 1.821567

Forces on atoms 1 to 6 (eV/Å):
H -0.65 1.18 -0.56
N 0.84 -1.55 0.41
C -0.23 1.29 0.78
N 1.06 -0.25 -1.18
H -0.01 -1.20 0.11
H -0.54 0.30 -0.47